# 1
{"formula": "C6H16N2", "method": "wB97M-V/def2-TZVPD", "smiles": "CNCCC[C@H](C)N", "orbital_gap_ha": 0.348, "e_tot_ev": -9460.939, "e_above_lowest_ev": 1.135, "species": ["C", "N", "C", "C", "C", "C", "C", "N", "H", "H", "H", "H", "H", "H", "H", "H", "H", "H", "H", "H", "H", "H", "H", "H"], "coordinates": [[-0.13157, 1.34032, -3.21534], [0.24966, 0.00654, -2.80252], [0.29585, -0.30486, -1.34828], [-0.58823, 0.53454, -0.43110], [0.02916, 0.64849, 0.97362], [0.36070, -0.68010, 1.72885], [-0.87659, -1.24518, 2.40061], [1.50546, -0.47044, 2.59473], [-0.08411, 1.42609, -4.29039], [-1.15665, 1.60142, -2.90714], [0.52636, 2.05250, -2.71903], [-0.28615, -0.72443, -3.24818], [1.32946, -0.07268, -1.05500], [0.15632, -1.37918, -1.29782], [-1.61015, 0.13812, -0.39740], [-0.67657, 1.54255, -0.77350], [-0.63440, 1.21974, 1.63355], [0.98798, 1.14760, 0.84630], [0.61599, -1.35280, 0.92680], [-1.54444, -1.52816, 1.57623], [-1.46206, -0.43804, 2.85711], [-0.68157, -2.08843, 3.05283], [1.30867, -0.47408, 3.57916], [2.36688, -0.89953, 2.31591]], "forces_ev_per_a": [[-0.60, -0.30, 0.83], [-0.12, -0.85, 0.31], [0.84, 1.34, -1.10], [-0.36, -1.18, 0.90], [-0.24, -0.63, 0.27], [-0.01, 0.79, -0.72], [-0.62, 0.72, -0.94], [-0.37, 0.36, 0.04], [0.26, 0.10, -0.27], [0.05, 0.12, -0.13], [0.16, 0.16, -0.28], [-0.16, 0.35, -0.28], [0.00, -0.29, 0.19], [-0.11, -0.08, 0.42], [0.02, -0.02, 0.04], [0.00, 0.62, -0.51], [0.26, 0.32, -0.15], [-0.04, 0.28, 0.20], [0.51, -0.64, -0.08], [0.05, -0.45, 0.22], [0.34, -0.22, 0.64], [-0.08, -0.03, 0.13], [0.19, -0.25, 0.06], [0.00, -0.22, 0.20]]}

# 2
{"formula": "C6H16N2", "method": "wB97M-V/def2-TZVPD", "orbital_gap_ha": 0.178, "e_tot_ev": -9454.601, "e_above_lowest_ev": 7.473, "species": ["C", "N", "C", "C", "C", "C", "C", "N", "H", "H", "H", "H", "H", "H", "H", "H", "H", "H", "H", "H", "H", "H", "H", "H"], "coordinates": [[3.05270, 1.00137, 0.29485], [1.93318, 0.11038, 0.00049], [1.29692, 0.43376, -1.22150], [-2.56404, -0.76114, 0.36458], [-1.60282, -0.12047, 1.36765], [-0.68166, -1.03098, 2.20438], [-0.06724, -0.26167, -1.45490], [-1.14596, 0.63770, -1.76163], [3.00665, 1.97218, -0.26104], [3.03226, 1.32997, 1.36019], [4.02633, 0.60969, 0.07867], [1.03635, 1.51389, -1.08300], [1.97665, 0.27117, -2.09461], [-3.57104, -1.01905, 0.64874], [-2.56186, -0.03172, -0.42882], [-0.98309, 0.68872, 0.92792], [-2.22855, 0.48372, 2.05281], [-0.43816, -0.53603, 3.16447], [-1.15252, -2.03928, 2.35704], [0.25644, -1.24174, 1.61778], [-0.02548, -1.02583, -2.25085], [-0.32128, -0.85759, -0.55815], [-0.84868, 0.90127, -2.70823], [-2.15208, -1.51364, -0.33616]], "forces_ev_per_a": [[-1.92, 2.16, 0.76], [0.51, -0.22, -1.47], [0.52, 0.18, 1.35], [1.30, 0.34, -1.65], [-0.32, 0.40, 1.21], [0.17, -0.78, -0.74], [-1.79, -2.19, 0.48], [2.95, 0.38, -0.10], [-0.07, -0.62, 0.01], [0.12, -0.65, -0.48], [0.44, -0.90, -0.14], [0.27, 0.58, -0.81], [-0.71, 0.37, 0.30], [-0.08, -0.08, 0.50], [-1.16, 0.80, -0.10], [-0.23, -0.59, -0.31], [0.08, -0.42, -0.08], [0.04, -0.52, -0.46], [0.29, 0.98, 0.24], [-0.72, 0.29, 0.76], [0.54, 0.15, -0.01], [0.47, 0.57, -0.30], [-0.72, 0.45, -0.17], [0.01, -0.65, 1.22]]}

# 3
{"formula": "C6H16N2", "method": "wB97M-V/def2-TZVPD", "orbital_gap_ha": 0.320, "e_tot_ev": -9457.440, "e_above_lowest_ev": 4.635, "species": ["C", "C", "C", "C", "C", "C", "N", "N", "H", "H", "H", "H", "H", "H", "H", "H", "H", "H", "H", "H", "H", "H", "H", "H"], "coordinates": [[-0.06820, 0.44725, 0.02116], [1.90117, 0.74995, -0.40492], [-0.83986, 1.13204, -1.08859], [-0.28318, 1.05061, 1.38963], [-2.34410, -1.99332, -0.59239], [2.86228, 0.27453, 0.64723], [0.22359, -0.87734, -0.06684], [-1.53546, -1.40806, 0.44473], [0.23362, -1.18425, -1.04075], [-1.45148, -1.88758, 1.33726], [2.09595, 0.34801, -1.39798], [1.80268, 1.83389, -0.45765], [-0.63537, 0.67752, -2.06033], [0.03102, 2.09811, 1.40453], [-0.57994, 2.19291, -1.13714], [-1.91009, 1.04209, -0.89464], [0.25390, 0.49053, 2.15471], [-1.34829, 1.03483, 1.63195], [-3.40685, -2.01422, -0.30183], [-2.30210, -1.43792, -1.53698], [-2.07186, -3.03672, -0.82434], [3.86715, 0.68256, 0.47294], [2.94167, -0.81453, 0.65332], [2.56374, 0.59910, 1.64690]], "forces_ev_per_a": [[4.06, 2.43, -1.15], [-2.56, 0.84, 0.42], [0.06, -0.08, 0.19], [-0.06, -0.18, -0.16], [0.21, -1.09, 0.09], [-0.03, -0.14, 0.15], [-3.81, -3.19, 1.71], [1.81, 1.63, -0.82], [-0.20, 0.05, 0.10], [0.20, -0.46, -0.64], [-0.20, -0.08, 0.01], [0.33, 0.07, -0.08], [0.08, 0.02, 0.03], [0.11, -0.10, -0.04], [-0.07, -0.07, 0.00], [-0.05, 0.04, 0.02], [0.01, 0.04, -0.03], [0.06, -0.10, -0.02], [0.21, 0.12, 0.12], [0.18, 0.17, 0.31], [-0.09, 0.07, -0.14], [-0.16, -0.05, -0.06], [-0.04, 0.09, 0.04], [-0.02, -0.02, -0.05]]}

# 4
{"formula": "C6H16N2", "method": "wB97M-V/def2-TZVPD", "smiles": "CCCNCCNC", "orbital_gap_ha": 0.350, "e_tot_ev": -9460.928, "e_above_lowest_ev": 1.146, "species": ["C", "C", "C", "N", "C", "C", "N", "C", "H", "H", "H", "H", "H", "H", "H", "H", "H", "H", "H", "H", "H", "H", "H", "H"], "coordinates": [[2.45829, 0.83320, 0.61209], [2.21732, -0.20190, 1.70087], [1.11628, -1.20124, 1.39058], [-0.20330, -0.55454, 1.31071], [-0.99717, -0.86198, 0.12785], [-1.81317, 0.32878, -0.39151], [-1.18981, 0.93922, -1.56211], [-1.64596, 0.42962, -2.84094], [3.13355, 0.55231, -0.18972], [1.54760, 1.12537, 0.07644], [2.86487, 1.75942, 1.03110], [1.99721, 0.28412, 2.65353], [3.13989, -0.75767, 1.85429], [1.07624, -1.93450, 2.18939], [1.28079, -1.72628, 0.45817], [-0.12807, 0.44507, 1.43566], [-1.65412, -1.67841, 0.35717], [-0.38602, -1.20506, -0.71521], [-1.86076, 1.10154, 0.37911], [-2.84755, 0.02131, -0.56690], [-1.25182, 1.94500, -1.52767], [-2.72583, 0.36303, -2.95489], [-1.21440, -0.56139, -3.00490], [-1.26735, 1.06315, -3.64362]], "forces_ev_per_a": [[-0.30, 0.95, -0.28], [0.31, -0.25, -0.34], [-0.82, 0.54, 0.36], [0.17, 0.17, -0.18], [-0.01, 0.29, -0.16], [0.38, 0.18, 0.20], [-0.10, 0.18, 0.08], [0.65, -0.09, -0.13], [0.25, -0.50, 0.10], [-0.13, -0.09, 0.26], [0.01, -0.11, 0.00], [-0.11, 0.05, -0.01], [0.14, -0.10, 0.17], [0.16, -0.34, 0.11], [0.37, -0.17, -0.32], [0.13, -0.01, -0.13], [-0.52, -0.57, 0.19], [0.22, 0.04, 0.03], [-0.03, -0.09, 0.15], [-0.12, -0.02, -0.23], [-0.17, -0.01, -0.03], [-0.36, -0.02, 0.13], [-0.16, -0.06, -0.02], [0.03, 0.02, 0.03]]}

Copy entry 3 word for word.
{"formula": "C6H16N2", "method": "wB97M-V/def2-TZVPD", "orbital_gap_ha": 0.320, "e_tot_ev": -9457.440, "e_above_lowest_ev": 4.635, "species": ["C", "C", "C", "C", "C", "C", "N", "N", "H", "H", "H", "H", "H", "H", "H", "H", "H", "H", "H", "H", "H", "H", "H", "H"], "coordinates": [[-0.06820, 0.44725, 0.02116], [1.90117, 0.74995, -0.40492], [-0.83986, 1.13204, -1.08859], [-0.28318, 1.05061, 1.38963], [-2.34410, -1.99332, -0.59239], [2.86228, 0.27453, 0.64723], [0.22359, -0.87734, -0.06684], [-1.53546, -1.40806, 0.44473], [0.23362, -1.18425, -1.04075], [-1.45148, -1.88758, 1.33726], [2.09595, 0.34801, -1.39798], [1.80268, 1.83389, -0.45765], [-0.63537, 0.67752, -2.06033], [0.03102, 2.09811, 1.40453], [-0.57994, 2.19291, -1.13714], [-1.91009, 1.04209, -0.89464], [0.25390, 0.49053, 2.15471], [-1.34829, 1.03483, 1.63195], [-3.40685, -2.01422, -0.30183], [-2.30210, -1.43792, -1.53698], [-2.07186, -3.03672, -0.82434], [3.86715, 0.68256, 0.47294], [2.94167, -0.81453, 0.65332], [2.56374, 0.59910, 1.64690]], "forces_ev_per_a": [[4.06, 2.43, -1.15], [-2.56, 0.84, 0.42], [0.06, -0.08, 0.19], [-0.06, -0.18, -0.16], [0.21, -1.09, 0.09], [-0.03, -0.14, 0.15], [-3.81, -3.19, 1.71], [1.81, 1.63, -0.82], [-0.20, 0.05, 0.10], [0.20, -0.46, -0.64], [-0.20, -0.08, 0.01], [0.33, 0.07, -0.08], [0.08, 0.02, 0.03], [0.11, -0.10, -0.04], [-0.07, -0.07, 0.00], [-0.05, 0.04, 0.02], [0.01, 0.04, -0.03], [0.06, -0.10, -0.02], [0.21, 0.12, 0.12], [0.18, 0.17, 0.31], [-0.09, 0.07, -0.14], [-0.16, -0.05, -0.06], [-0.04, 0.09, 0.04], [-0.02, -0.02, -0.05]]}

Please write out number 4 again, unchanged.
{"formula": "C6H16N2", "method": "wB97M-V/def2-TZVPD", "smiles": "CCCNCCNC", "orbital_gap_ha": 0.350, "e_tot_ev": -9460.928, "e_above_lowest_ev": 1.146, "species": ["C", "C", "C", "N", "C", "C", "N", "C", "H", "H", "H", "H", "H", "H", "H", "H", "H", "H", "H", "H", "H", "H", "H", "H"], "coordinates": [[2.45829, 0.83320, 0.61209], [2.21732, -0.20190, 1.70087], [1.11628, -1.20124, 1.39058], [-0.20330, -0.55454, 1.31071], [-0.99717, -0.86198, 0.12785], [-1.81317, 0.32878, -0.39151], [-1.18981, 0.93922, -1.56211], [-1.64596, 0.42962, -2.84094], [3.13355, 0.55231, -0.18972], [1.54760, 1.12537, 0.07644], [2.86487, 1.75942, 1.03110], [1.99721, 0.28412, 2.65353], [3.13989, -0.75767, 1.85429], [1.07624, -1.93450, 2.18939], [1.28079, -1.72628, 0.45817], [-0.12807, 0.44507, 1.43566], [-1.65412, -1.67841, 0.35717], [-0.38602, -1.20506, -0.71521], [-1.86076, 1.10154, 0.37911], [-2.84755, 0.02131, -0.56690], [-1.25182, 1.94500, -1.52767], [-2.72583, 0.36303, -2.95489], [-1.21440, -0.56139, -3.00490], [-1.26735, 1.06315, -3.64362]], "forces_ev_per_a": [[-0.30, 0.95, -0.28], [0.31, -0.25, -0.34], [-0.82, 0.54, 0.36], [0.17, 0.17, -0.18], [-0.01, 0.29, -0.16], [0.38, 0.18, 0.20], [-0.10, 0.18, 0.08], [0.65, -0.09, -0.13], [0.25, -0.50, 0.10], [-0.13, -0.09, 0.26], [0.01, -0.11, 0.00], [-0.11, 0.05, -0.01], [0.14, -0.10, 0.17], [0.16, -0.34, 0.11], [0.37, -0.17, -0.32], [0.13, -0.01, -0.13], [-0.52, -0.57, 0.19], [0.22, 0.04, 0.03], [-0.03, -0.09, 0.15], [-0.12, -0.02, -0.23], [-0.17, -0.01, -0.03], [-0.36, -0.02, 0.13], [-0.16, -0.06, -0.02], [0.03, 0.02, 0.03]]}

What did the fourth record say?
{"formula": "C6H16N2", "method": "wB97M-V/def2-TZVPD", "smiles": "CCCNCCNC", "orbital_gap_ha": 0.350, "e_tot_ev": -9460.928, "e_above_lowest_ev": 1.146, "species": ["C", "C", "C", "N", "C", "C", "N", "C", "H", "H", "H", "H", "H", "H", "H", "H", "H", "H", "H", "H", "H", "H", "H", "H"], "coordinates": [[2.45829, 0.83320, 0.61209], [2.21732, -0.20190, 1.70087], [1.11628, -1.20124, 1.39058], [-0.20330, -0.55454, 1.31071], [-0.99717, -0.86198, 0.12785], [-1.81317, 0.32878, -0.39151], [-1.18981, 0.93922, -1.56211], [-1.64596, 0.42962, -2.84094], [3.13355, 0.55231, -0.18972], [1.54760, 1.12537, 0.07644], [2.86487, 1.75942, 1.03110], [1.99721, 0.28412, 2.65353], [3.13989, -0.75767, 1.85429], [1.07624, -1.93450, 2.18939], [1.28079, -1.72628, 0.45817], [-0.12807, 0.44507, 1.43566], [-1.65412, -1.67841, 0.35717], [-0.38602, -1.20506, -0.71521], [-1.86076, 1.10154, 0.37911], [-2.84755, 0.02131, -0.56690], [-1.25182, 1.94500, -1.52767], [-2.72583, 0.36303, -2.95489], [-1.21440, -0.56139, -3.00490], [-1.26735, 1.06315, -3.64362]], "forces_ev_per_a": [[-0.30, 0.95, -0.28], [0.31, -0.25, -0.34], [-0.82, 0.54, 0.36], [0.17, 0.17, -0.18], [-0.01, 0.29, -0.16], [0.38, 0.18, 0.20], [-0.10, 0.18, 0.08], [0.65, -0.09, -0.13], [0.25, -0.50, 0.10], [-0.13, -0.09, 0.26], [0.01, -0.11, 0.00], [-0.11, 0.05, -0.01], [0.14, -0.10, 0.17], [0.16, -0.34, 0.11], [0.37, -0.17, -0.32], [0.13, -0.01, -0.13], [-0.52, -0.57, 0.19], [0.22, 0.04, 0.03], [-0.03, -0.09, 0.15], [-0.12, -0.02, -0.23], [-0.17, -0.01, -0.03], [-0.36, -0.02, 0.13], [-0.16, -0.06, -0.02], [0.03, 0.02, 0.03]]}